A cluster of 2 separate species, C5H14O2 in total in a non-equilibrium geometry, computed with the ωB97M-V functional and the def2-TZVPD basis.

Summary:
- HOMO energy: -10.2 eV
- HOMO-LUMO gap: 10.798 eV
- Structure (SMILES): CC(C)CCO.O

Geometry as ORCA input:
```
! wB97M-V def2-TZVPD RIJCOSX def2/J DEFGRID3
* xyz 0 1
C 0.305 -1.392 -2.022
O 1.519 -0.663 -2.204
C -0.572 -0.882 -0.907
C -0.971 0.609 -0.995
C -2.171 0.831 -0.090
C 0.136 1.525 -0.524
H -0.202 -1.345 -2.990
H 0.557 -2.447 -1.928
H 2.164 -0.903 -1.532
H -1.480 -1.478 -0.886
H -0.146 -1.085 0.081
H -1.109 0.842 -2.047
H -3.081 0.368 -0.458
H -2.403 1.879 0.061
H -1.955 0.356 0.867
H 0.385 1.334 0.513
H 0.998 1.460 -1.168
H -0.268 2.539 -0.586
H 0.870 0.010 6.100
H 1.195 -0.258 4.609
O 1.583 -0.063 5.464
*
```

Here are the Mulliken charges for atoms 1 to 5, given in e: -0.7653, -0.5228, -0.6680, 0.7075, -1.5100

A cluster of 2 separate species, C6H13NS in total in a non-equilibrium geometry, computed with the ωB97M-V functional and the def2-TZVPD basis.

Summary:
- HOMO energy (spin up / spin down): -7.9 / -7.9 eV
- HOMO-LUMO gap (spin up / spin down): 7.185 / 7.187 eV
- Structure (SMILES): CC(C)=C(C)C.N=S

Geometry as ORCA input:
```
! wB97M-V def2-TZVPD RIJCOSX def2/J DEFGRID3
* xyz 0 1
C -0.361 0.692 0.331
C -0.031 -0.089 -0.741
C -1.753 0.658 0.847
C 0.524 1.911 0.594
C -0.838 -1.298 -1.262
C 1.185 -0.053 -1.598
N 0.854 -2.326 2.094
S 0.819 -0.796 2.326
H -1.789 1.257 1.725
H -2.011 -0.276 1.087
H -2.311 0.899 0.056
H 0.018 2.917 0.563
H 1.222 1.984 -0.168
H 1.150 1.855 1.510
H -1.501 -0.772 -1.994
H -1.407 -1.776 -0.347
H -0.318 -1.955 -1.809
H 0.957 0.433 -2.475
H 1.696 -1.096 -1.735
H 2.065 0.601 -1.130
H 1.829 -2.769 2.127
*
```

Here are the Mulliken charges for atoms 1 to 5, given in e: 0.7683, 0.9083, -2.0126, -1.1118, -1.5247

A cluster of 9 separate species, H18O9 in total in a non-equilibrium geometry, computed with the ωB97M-V functional and the def2-TZVPD basis.

Summary:
- HOMO energy: -8.8 eV
- HOMO-LUMO gap: 8.671 eV
- Structure (SMILES): O.O.O.O.O.O.O.O.O

Geometry as ORCA input:
```
! wB97M-V def2-TZVPD RIJCOSX def2/J DEFGRID3
* xyz 0 1
H -0.395 -0.043 0.328
H 0.693 1.012 0.440
H -0.611 2.245 -1.316
H -1.680 2.739 -2.276
H -4.808 -2.222 -1.057
H -3.307 -2.079 -0.870
H 1.716 -1.711 3.868
H 1.058 -2.988 4.365
H 4.423 -0.532 3.225
H 4.433 0.694 2.326
H 0.275 -1.572 -5.697
H 0.639 -0.681 -4.521
H 2.707 0.245 -1.300
H 1.959 -0.176 -2.554
H 0.160 5.426 2.855
H -0.964 4.933 1.958
H -4.464 -2.447 1.839
H -3.008 -2.470 1.406
O 0.287 0.403 -0.187
O -0.993 2.070 -2.183
O -4.028 -2.711 -0.772
O 1.502 -2.191 4.676
O 4.711 -0.229 2.357
O 0.654 -0.711 -5.484
O 1.927 0.454 -1.825
O -0.021 5.132 1.955
O -3.893 -2.265 1.085
*
```

Here are the Mulliken charges for atoms 1 to 5, given in e: 0.2534, 0.3209, 0.3000, 0.2890, 0.3086

A structure of composition C13H28IN3O3 in a non-equilibrium geometry, computed with the ωB97M-V functional and the def2-TZVPD basis.

Summary:
- HOMO energy: -8.1 eV
- HOMO-LUMO gap: 5.261 eV

Geometry as ORCA input:
```
! wB97M-V def2-TZVPD RIJCOSX def2/J DEFGRID3
* xyz 0 1
C 2.257 1.272 0.720
C 1.993 -0.262 0.478
C 1.353 -0.766 1.703
C 0.777 -2.254 1.635
C -0.158 -2.415 0.393
C 0.294 -1.725 -0.938
N 0.995 -0.370 -0.685
O 1.266 0.430 -1.820
C -1.110 -1.420 -1.637
C 1.257 -2.549 -1.797
C 3.338 -1.058 0.314
H 2.905 1.434 1.582
H 1.326 1.834 0.640
H 2.836 1.593 -0.145
H 0.549 -0.143 2.093
H 2.005 -0.782 2.577
H 0.426 -2.606 2.605
H 1.622 -2.916 1.446
H -1.123 -2.038 0.732
H -0.210 -3.488 0.205
H -1.483 -2.322 -2.121
H -1.006 -0.718 -2.464
H -1.904 -1.031 -0.999
H 1.728 -2.210 -2.719
H 0.574 -3.281 -2.229
H 1.888 -3.237 -1.234
H 3.960 -1.024 1.209
H 3.991 -0.663 -0.465
H 3.094 -2.096 0.093
I -0.854 0.754 0.859
O -3.742 0.904 -2.619
C -3.258 0.564 -1.572
N -2.653 1.432 -0.823
C -3.531 -0.761 -1.018
H -2.210 1.141 0.036
H -2.363 2.336 -1.169
H -2.530 -1.000 -0.656
H -3.902 -1.476 -1.752
H -4.228 -0.741 -0.180
O 0.714 4.984 1.017
C 0.074 3.882 1.049
N 0.629 2.671 1.052
C -1.504 3.933 1.156
H 1.629 2.533 1.004
H -0.002 1.882 1.073
H -1.943 4.831 0.721
H -1.892 3.781 2.163
H -1.875 3.160 0.483
*
```

Here are the Mulliken charges for atoms 1 to 5, given in e: -1.7536, 0.7401, -0.6971, -0.8707, -1.1671

A structure of composition C39H78Br8F6N8O8S2 in a non-equilibrium geometry, computed with the ωB97M-V functional and the def2-TZVPD basis.

Summary:
- HOMO energy: -9.2 eV
- HOMO-LUMO gap: 9.111 eV

Geometry as ORCA input:
```
! wB97M-V def2-TZVPD RIJCOSX def2/J DEFGRID3
* xyz 0 1
C 15.898 29.528 17.941
C 15.817 28.010 18.126
N 15.411 27.286 16.919
C 16.423 27.441 15.850
C 15.442 25.875 17.385
C 15.087 24.805 16.420
C 14.129 27.784 16.387
C 12.915 27.737 17.259
O 12.550 26.351 17.413
C 11.414 26.158 18.159
H 16.285 29.977 18.846
H 14.904 29.922 17.706
H 16.490 29.798 17.061
H 15.070 27.825 18.896
H 16.770 27.586 18.425
H 16.260 26.695 15.089
H 17.379 27.218 16.313
H 16.402 28.431 15.424
H 14.819 25.821 18.272
H 16.445 25.736 17.788
H 15.203 23.862 16.930
H 15.693 24.810 15.520
H 14.037 24.924 16.162
H 13.949 27.165 15.511
H 14.300 28.800 16.050
H 12.093 28.074 16.602
H 12.971 28.282 18.208
H 11.108 25.138 17.944
H 10.609 26.848 17.864
H 11.553 26.193 19.241
C 15.579 30.488 13.464
F 16.710 30.003 12.967
F 15.676 30.658 14.739
F 15.413 31.672 12.952
S 14.110 29.469 13.008
O 13.164 29.757 14.048
O 13.817 29.823 11.681
N 14.745 27.991 13.252
S 14.532 27.110 11.927
O 13.135 26.891 11.632
O 15.356 27.434 10.807
C 15.102 25.490 12.511
F 14.340 25.032 13.516
F 15.054 24.615 11.529
F 16.386 25.575 12.937
C 12.705 31.726 17.711
O 13.530 32.383 18.290
N 11.388 31.874 17.819
C 10.849 32.981 18.491
C 10.466 30.950 17.175
H 12.945 30.817 17.132
H 9.900 32.693 18.953
H 10.604 33.791 17.796
H 11.548 33.326 19.244
H 10.961 30.126 16.684
H 9.808 30.519 17.959
H 9.740 31.427 16.508
C 13.554 25.773 21.525
O 14.050 25.022 20.701
N 13.258 25.428 22.781
C 12.550 26.324 23.621
C 13.339 24.071 23.250
H 13.348 26.826 21.292
H 12.311 27.238 23.081
H 13.070 26.595 24.538
H 11.613 25.866 23.968
H 13.817 23.431 22.510
H 13.928 23.993 24.173
H 12.351 23.656 23.487
C 18.821 24.669 14.777
O 18.786 25.873 14.817
N 18.857 23.848 15.841
C 18.794 22.408 15.691
C 18.786 24.351 17.208
H 18.819 24.139 13.816
H 17.836 22.049 16.087
H 19.593 21.951 16.278
H 18.875 22.125 14.650
H 17.942 23.839 17.698
H 19.665 24.022 17.761
H 18.638 25.415 17.168
C 18.449 33.669 16.112
C 16.960 33.349 16.226
C 16.281 33.940 17.474
C 16.713 33.326 18.726
N 17.113 32.838 19.684
H 18.618 34.721 15.872
H 18.869 33.110 15.268
H 19.017 33.419 17.008
H 16.777 32.272 16.186
H 16.463 33.745 15.335
H 15.194 33.822 17.419
H 16.440 35.020 17.579
C 9.452 28.831 23.940
C 9.799 30.211 23.377
C 9.841 30.217 21.843
C 10.799 29.339 21.242
N 11.528 28.584 20.785
H 8.371 28.709 23.973
H 9.791 28.775 24.978
H 9.936 28.036 23.376
H 10.753 30.580 23.746
H 9.009 30.911 23.638
H 10.027 31.243 21.500
H 8.844 30.030 21.421
C 8.837 25.551 14.696
C 10.149 26.234 14.498
C 10.018 27.605 13.788
C 9.001 28.508 14.393
N 8.231 29.187 14.854
H 9.024 24.517 15.007
H 8.231 25.526 13.794
H 8.279 26.012 15.512
H 10.793 25.618 13.872
H 10.646 26.361 15.464
H 9.806 27.449 12.734
H 10.937 28.192 13.961
Br 20.091 29.618 20.278
C 19.556 30.025 22.086
C 18.077 30.050 22.161
Br 17.566 30.304 24.020
H 19.952 30.987 22.378
H 19.933 29.237 22.722
H 17.625 29.119 21.813
H 17.584 30.825 21.577
Br 5.433 27.685 20.796
C 6.898 26.502 20.401
C 7.741 26.215 21.649
Br 9.527 25.746 21.057
H 7.467 26.987 19.622
H 6.487 25.580 20.003
H 7.385 25.352 22.183
H 7.793 27.126 22.233
Br 13.071 22.805 18.288
C 13.519 22.416 20.124
C 12.411 21.643 20.727
Br 12.813 21.350 22.602
H 13.658 23.365 20.637
H 14.490 21.933 20.129
H 12.297 20.649 20.331
H 11.501 22.219 20.616
Br 19.810 29.677 15.483
C 20.836 28.034 15.808
C 20.706 27.769 17.273
Br 21.813 26.222 17.721
H 21.846 28.258 15.493
H 20.423 27.279 15.155
H 19.707 27.474 17.562
H 21.018 28.653 17.810
*
```

Here are the Mulliken charges for atoms 1 to 5, given in e: -0.2748, -0.4100, 1.4602, 1.7387, -0.2535

A cluster of 2 separate species, C6H12N2S in total in a non-equilibrium geometry, computed with the ωB97M-V functional and the def2-TZVPD basis.

Summary:
- HOMO energy: -8.5 eV
- HOMO-LUMO gap: 9.285 eV
- Structure (SMILES): Cc1c[nH]cn1.CSC

Geometry as ORCA input:
```
! wB97M-V def2-TZVPD RIJCOSX def2/J DEFGRID3
* xyz 0 1
C -0.062 0.331 2.712
C -0.815 -1.373 0.688
C 0.065 -0.675 1.610
C 1.339 -2.192 0.456
N -0.007 -2.255 -0.105
N 1.336 -1.257 1.444
H -1.745 -1.100 0.283
H -0.319 -2.826 -0.845
H 0.571 1.206 2.360
H 0.356 0.030 3.566
H 2.143 -2.847 0.190
H -1.025 0.872 2.916
C 1.130 1.180 -1.238
C -1.523 1.539 -2.241
S 0.303 2.019 -2.643
H 0.804 0.133 -1.147
H 2.287 1.272 -1.315
H 0.884 1.695 -0.223
H -1.547 0.498 -2.059
H -2.211 1.710 -3.067
H -1.964 2.041 -1.342
*
```

Here are the Mulliken charges for atoms 1 to 5, given in e: -1.0354, -0.7468, 0.7500, -0.2131, -0.0461